ORCA calculation (ωB97M-V/def2-TZVPD) on a 7-piece molecular cluster, C56H106N9O6 overall.

Output
E_LUMO   -0.5826 hartree
Strongest force on any atom   0.0603 Eh/bohr
HOMO   -23.18 eV
Charge   +7
HOMO-LUMO gap   0.269 Ha

XYZ file:
```
177
Properties=species:S:1:pos:R:3:forces:R:3
C 3.251426 3.741386 0.885477 0.425 0.523 0.932
N 3.587739 2.528351 0.173676 -0.662 -0.100 -2.894
C 4.349599 1.615368 0.739731 0.009 -1.400 0.028
C 4.596426 0.387553 0.091121 0.030 0.564 1.070
C 4.062626 0.152604 -1.163526 -0.296 0.696 -0.235
C 3.359484 1.188095 -1.815473 0.608 0.884 0.593
C 3.178321 2.400103 -1.144390 0.406 -1.066 0.615
C 4.216766 -1.158832 -1.817610 1.041 -1.625 -0.064
C 3.100971 -1.817464 -2.336869 0.797 -0.289 -0.139
C 3.279113 -3.105580 -2.870473 -0.766 0.643 -0.292
N 4.459192 -3.723387 -2.869587 0.298 0.144 0.135
C 5.548430 -3.139836 -2.357073 0.384 1.433 0.025
C 5.466954 -1.839338 -1.853619 -0.628 -0.019 -0.149
C 4.621847 -5.090141 -3.443808 -0.122 0.694 -0.145
H 4.183449 4.084828 1.321980 0.043 0.655 -0.145
H 2.609310 3.512690 1.734072 -0.322 -0.104 -0.237
H 2.787110 4.476010 0.230196 0.201 -0.065 0.132
H 4.672147 1.898293 1.737209 0.274 -0.490 -0.092
H 5.151810 -0.387511 0.627965 -0.047 0.390 -0.264
H 3.104829 1.060117 -2.867656 -0.231 0.254 0.395
H 2.767698 3.308009 -1.570795 -0.194 -0.318 -0.067
H 2.175456 -1.259956 -2.280591 -0.369 -0.630 -0.232
H 2.525399 -3.690394 -3.391763 -0.269 0.401 0.328
H 6.492690 -3.673741 -2.454928 -0.197 0.075 0.173
H 6.375220 -1.334936 -1.546219 0.014 -0.154 0.113
H 5.238688 -5.593996 -2.714620 -0.113 -0.728 -0.153
H 5.121725 -5.008030 -4.406210 0.172 -0.010 0.021
H 3.628482 -5.489115 -3.611995 0.101 -0.413 0.244
C 3.338539 3.162206 6.470139 0.021 -0.506 -1.159
N 3.159498 1.828942 5.854385 -0.091 -1.869 -0.011
C 2.576515 1.652561 4.660894 -0.237 -0.290 -0.731
C 2.390700 0.403115 4.038432 0.082 1.293 1.419
C 2.790623 -0.713263 4.778018 0.719 0.182 -0.820
C 3.392890 -0.532381 6.029516 -0.403 -0.109 0.213
C 3.536786 0.736784 6.571425 0.004 -0.007 -0.477
C 2.708663 -2.052024 4.145194 -0.532 -1.625 0.176
C 2.762272 -2.265517 2.768423 -0.069 1.008 -0.024
C 2.556604 -3.501570 2.206469 -0.024 0.724 -0.559
N 2.323624 -4.569903 2.947714 0.077 -0.171 1.266
C 2.329429 -4.447236 4.297683 0.017 0.083 0.473
C 2.492594 -3.220287 4.917230 0.351 0.665 -0.544
C 2.037230 -5.882474 2.346253 0.910 0.052 -0.335
H 3.276696 3.866849 5.644594 -0.320 0.352 0.375
H 4.360711 3.166200 6.809831 0.108 0.327 0.747
H 2.545657 3.211796 7.202500 0.214 0.731 0.417
H 2.226991 2.562856 4.195811 0.059 0.081 -0.090
H 1.864295 0.377449 3.083240 0.158 -0.236 0.166
H 3.710705 -1.410308 6.591170 0.111 0.418 0.048
H 3.960732 0.936491 7.552364 0.035 -0.159 -0.136
H 2.882904 -1.444083 2.070776 0.067 -0.034 0.142
H 2.522291 -3.578529 1.126947 -0.021 -0.278 0.114
H 2.200907 -5.354267 4.883485 -0.069 0.068 -0.188
H 2.476016 -3.124337 5.993677 -0.156 -0.440 0.056
H 1.081338 -6.231393 2.729353 0.117 -0.212 -0.353
H 2.862761 -6.560574 2.547588 -0.138 -0.212 0.639
H 2.145829 -5.747753 1.274903 -0.807 -0.042 -0.175
C -4.131011 -7.022937 -3.207357 -0.534 0.480 1.028
C -3.759470 -5.724554 -2.476370 -0.665 1.315 -1.055
C -2.393639 -5.765728 -1.815817 -0.344 -0.477 -0.644
N -2.096214 -4.654402 -0.854283 0.573 0.429 0.674
C -1.994242 -3.377122 -1.548292 0.389 0.711 -1.024
C -3.138282 -4.566562 0.186672 -0.262 -0.638 1.091
C -2.513941 -3.861472 1.363195 0.874 0.830 0.467
C -1.002777 -4.270031 1.319210 -0.022 0.427 -0.611
C -0.808200 -4.867796 -0.078650 -0.610 -1.387 -0.387
H -3.421454 -7.340603 -3.965676 0.186 -0.250 0.317
H -5.104638 -6.929187 -3.685757 0.078 0.307 -0.120
H -4.331955 -7.681660 -2.375846 0.399 -1.216 -0.300
H -4.492523 -5.503268 -1.699912 -0.214 -0.388 -0.032
H -3.918503 -4.924747 -3.207754 0.592 0.296 0.127
H -1.574656 -5.769158 -2.538193 -0.023 -0.303 0.111
H -2.462343 -6.672203 -1.224347 0.744 -0.256 0.183
H -1.147848 -3.411529 -2.237288 -0.386 -0.346 -0.409
H -1.700185 -2.535437 -0.928133 -0.459 -0.148 0.673
H -2.946203 -3.234703 -2.045594 0.103 0.420 -0.278
H -4.026043 -4.094115 -0.212637 -0.147 -0.099 0.059
H -3.325391 -5.585563 0.517742 -0.439 -0.170 -0.336
H -2.662214 -2.781329 1.272986 0.240 -0.005 0.059
H -2.931681 -4.155256 2.330450 -0.228 -0.059 -0.394
H -0.270002 -3.467707 1.453601 -0.467 0.174 0.244
H -0.827839 -5.043977 2.064399 0.051 0.023 -0.027
H 0.009283 -4.592019 -0.743618 0.078 0.529 0.406
H -0.746622 -5.941388 0.010295 0.121 -0.462 0.035
C -4.406859 0.176022 2.554765 -1.233 -1.650 -0.802
C -3.010231 0.476161 2.971003 -0.538 -0.019 -2.249
N -2.735579 0.227209 4.364061 0.982 0.519 1.640
C -3.675198 0.913563 5.276236 -1.213 0.313 -0.383
C -2.746504 -1.196363 4.656497 0.577 -2.764 0.620
C -1.559944 -2.062969 4.179556 -0.577 0.099 -0.460
C -1.367306 0.740637 4.624343 1.066 0.083 -0.182
C -0.810209 0.817948 6.080181 -0.882 0.700 0.759
O -1.327408 -0.135869 7.007079 0.537 0.167 -0.623
C -1.664044 0.387802 8.333276 0.740 0.027 -0.388
H -4.497434 0.213218 1.474178 0.110 0.631 -0.261
H -5.250703 0.677109 2.985252 -0.032 1.011 0.278
H -4.714106 -0.863873 2.683383 0.431 -0.279 0.395
H -2.726233 1.454527 2.610963 0.002 0.743 0.777
H -2.345889 -0.126543 2.358903 0.277 -0.523 0.240
H -3.359596 0.765693 6.300368 0.060 0.155 -0.037
H -4.671251 0.484121 5.141723 0.172 0.005 0.134
H -3.723237 1.951211 4.949221 0.058 0.127 0.388
H -3.669920 -1.682832 4.362972 -0.264 0.482 -0.376
H -2.697679 -1.347261 5.723609 -0.246 0.518 0.409
H -1.951776 -3.087283 4.297758 0.607 0.275 0.135
H -0.665488 -1.881844 4.769660 -0.070 -0.272 0.369
H -1.244014 -1.942873 3.142976 -0.273 0.105 -0.203
H -1.359450 1.742318 4.201021 0.043 0.220 0.211
H -0.766949 0.147902 3.937711 0.421 -0.010 0.223
H -0.962241 1.861246 6.405645 -0.679 -0.320 0.298
H 0.281211 0.838087 6.046904 0.294 -0.770 -0.269
H -1.990397 -0.413831 8.997308 -0.266 -0.138 -0.585
H -2.433791 1.128301 8.155798 -0.131 0.303 0.595
H -0.773855 0.791628 8.831564 -0.189 0.287 -0.318
C 0.184653 5.269805 -8.021356 -0.388 0.595 0.527
C 1.386435 4.412153 -7.629154 -1.228 0.696 -1.230
N 1.250868 3.507431 -6.443506 0.690 -1.115 0.081
C 2.518667 2.782292 -6.294777 1.113 -0.994 -0.381
C 0.932851 4.264130 -5.241562 -1.361 0.716 0.794
C 1.921142 5.294674 -4.818941 0.718 0.892 0.372
C 0.173633 2.522513 -6.706956 -1.560 -0.635 -1.020
C 0.118330 1.122604 -6.125185 0.851 -0.114 -0.247
O -0.074595 1.123784 -4.729074 -0.482 0.575 0.187
C 0.544531 0.053886 -4.087114 0.631 -0.366 -0.418
H 0.535969 5.828730 -8.892540 -0.258 0.059 0.090
H -0.219918 5.972546 -7.296203 0.748 0.415 0.323
H -0.741427 4.775089 -8.284366 0.194 -0.847 -0.516
H 2.259879 5.025046 -7.496013 0.346 0.129 0.166
H 1.498741 3.811731 -8.523024 0.683 -0.608 0.158
H 3.387902 3.434032 -6.226120 -0.277 0.189 -0.104
H 2.643761 2.127383 -7.160784 0.070 0.286 -0.084
H 2.516870 2.111128 -5.438793 -0.327 0.232 0.290
H 0.603514 3.607382 -4.445731 0.746 -0.770 0.220
H -0.029584 4.710655 -5.443693 -0.167 0.709 -0.395
H 1.511055 5.801594 -3.936151 0.222 -0.127 -0.098
H 2.093472 6.092931 -5.543864 -0.308 -0.103 -0.112
H 2.928727 4.930357 -4.590472 -0.277 -0.213 0.198
H 0.174335 2.351609 -7.783899 -0.058 0.123 -0.060
H -0.766966 3.009321 -6.467055 -0.095 0.191 -0.091
H 0.991906 0.529654 -6.400800 0.496 0.166 0.203
H -0.653276 0.570962 -6.666322 -0.540 0.331 0.161
H 0.230887 -0.913773 -4.464630 -0.668 -0.336 0.016
H 0.378445 0.126214 -3.011686 0.154 0.057 -0.038
H 1.604472 0.049889 -4.380619 0.302 0.161 0.545
C -5.503941 2.345463 -2.039024 0.489 0.410 0.319
C -4.059337 2.631613 -2.505419 -1.782 -0.054 -0.025
N -3.001613 2.731238 -1.428543 0.566 0.554 -0.551
C -2.626031 1.379604 -1.052668 -0.065 -1.636 0.458
C -1.805224 3.389807 -2.023907 -0.009 -0.109 -0.271
C -1.994598 4.813707 -2.422703 -0.375 1.388 -0.444
C -3.448631 3.454953 -0.212626 -1.791 -0.249 -0.524
C -2.414406 3.994088 0.720158 -0.421 0.933 -0.413
O -1.541423 2.999692 1.129886 0.266 -1.284 0.368
C -0.495311 3.458495 1.930186 0.462 1.339 0.067
H -6.065511 2.045884 -2.928467 0.057 -0.296 0.308
H -6.001186 3.243143 -1.681604 0.040 0.146 0.096
H -5.553117 1.612242 -1.226477 -0.176 -0.197 -0.456
H -4.107871 3.559051 -3.063489 0.364 0.145 0.034
H -3.801453 1.823035 -3.184863 0.609 0.065 0.086
H -3.496950 0.911963 -0.592117 -0.056 -0.207 -0.422
H -1.845487 1.310451 -0.315229 0.401 0.624 0.231
H -2.269191 0.835650 -1.920196 -0.263 -0.071 -0.237
H -1.640027 2.799068 -2.922640 0.689 -0.150 0.061
H -1.015234 3.301758 -1.275617 0.088 -0.288 -0.303
H -2.597863 4.989100 -3.318411 0.280 -0.346 -0.069
H -1.015819 5.254171 -2.589531 0.175 0.009 -0.225
H -2.454882 5.485228 -1.703121 -0.028 -0.217 0.436
H -4.171635 2.750826 0.185088 0.152 -0.018 0.929
H -4.106209 4.253617 -0.529417 0.142 0.543 -0.154
H -2.996899 4.456835 1.521765 0.164 -0.073 0.379
H -1.878506 4.823959 0.237188 0.088 -0.132 0.112
H -0.866905 3.975936 2.818565 -0.060 -0.083 0.175
H 0.092375 4.211189 1.381900 -0.025 -0.010 0.009
H 0.194182 2.671765 2.215678 -0.280 -0.550 -0.125
N 0.679520 -0.638054 0.357619 -0.373 3.073 0.222
O 0.679996 0.414548 -0.359110 0.394 -1.562 -0.853
O 0.454247 -0.414644 1.558491 -0.055 -1.041 1.227
O 0.887640 -1.770326 -0.070061 0.180 -0.450 -0.521
```
Positions in Å, forces in eV/Å.

Atomic partial charges in e from the Löwdin method, atoms 1 to 5: C 0.04; N -0.08; C 0.02; C 0.06; C -0.14